1.
{"formula": "C23H19CoIN3O2S", "method": "the ωB97M-V functional and the def2-TZVPD basis", "homo_ev": [-3.902, -4.236], "multiplicity": 2, "e_above_lowest_kcal_mol": 3.6, "orbital_gap_ha": [0.2196, 0.2326], "total_charge": -1, "energy_ev": -89288.83014, "species": ["Co", "C", "O", "C", "C", "C", "C", "C", "C", "N", "N", "C", "C", "O", "C", "C", "C", "C", "C", "C", "C", "C", "H", "H", "H", "H", "H", "H", "H", "H", "H", "H", "H", "H", "H", "S", "C", "C", "C", "C", "C", "N", "H", "H", "H", "H", "I", "C", "H", "H"], "coordinates": [[1.3002, -0.4722, 1.2986], [0.4788, 0.7018, 4.1550], [0.5393, 0.8912, 2.7466], [-0.3073, 1.8395, 2.2182], [-0.9906, 2.7560, 2.9945], [-1.8082, 3.7095, 2.3948], [-1.9370, 3.7426, 1.0155], [-1.2650, 2.8230, 0.2321], [-0.4469, 1.8461, 0.8119], [0.2249, 0.8615, 0.1279], [0.0802, 0.8088, -1.1293], [0.6696, -0.1604, -1.8513], [1.4974, -1.2332, -1.3473], [1.7574, -1.4590, -0.1305], [2.0851, -2.1343, -2.2907], [1.8965, -2.0199, -3.6250], [1.0654, -0.9947, -4.1634], [0.8568, -0.8671, -5.5499], [0.0182, 0.0900, -6.0597], [-0.6523, 0.9554, -5.1855], [-0.4458, 0.8691, -3.8298], [0.4293, -0.0898, -3.2822], [0.8182, 1.5998, 4.6785], [1.1336, -0.1322, 4.3823], [-0.5389, 0.4515, 4.4662], [-0.9028, 2.7474, 4.0706], [-2.3365, 4.4204, 3.0165], [-2.5709, 4.4865, 0.5481], [-1.3564, 2.8251, -0.8450], [2.7087, -2.9161, -1.8762], [2.3710, -2.7232, -4.2997], [1.3802, -1.5479, -6.2131], [-0.1296, 0.1766, -7.1294], [-1.3369, 1.6946, -5.5837], [-0.9549, 1.5385, -3.1524], [1.4106, -2.4714, 3.1803], [-0.1871, -2.4734, 2.5841], [-1.2110, -3.3345, 3.0408], [-2.4812, -3.2061, 2.5325], [-2.7422, -2.2397, 1.5557], [-1.6901, -1.4605, 1.1228], [-0.4562, -1.5649, 1.6155], [-0.9684, -4.0751, 3.7893], [-3.2790, -3.8536, 2.8791], [-3.7326, -2.1021, 1.1436], [-1.8326, -0.7222, 0.3398], [4.7710, -0.4598, 1.7049], [2.9577, 0.5629, 1.1129], [3.1485, 0.8378, 0.0736], [2.9619, 1.4774, 1.7119]], "nbo_charge": [1.01, -0.26, -0.51, 0.29, -0.28, -0.21, -0.23, -0.23, 0.15, -0.33, -0.19, -0.01, 0.41, -0.62, -0.24, -0.15, -0.12, -0.17, -0.26, -0.23, -0.16, -0.01, 0.17, 0.25, 0.18, 0.22, 0.20, 0.20, 0.23, 0.23, 0.20, 0.20, 0.20, 0.20, 0.22, -0.38, 0.07, -0.29, -0.17, -0.32, 0.05, -0.55, 0.22, 0.20, 0.21, 0.19, -0.07, -0.83, 0.17, 0.17]}


2.
{"formula": "C23H19CoN2O5", "method": "the ωB97M-V functional and the def2-TZVPD basis", "homo_ev": [-4.928, -4.835], "multiplicity": 2, "e_above_lowest_kcal_mol": 10.6, "orbital_gap_ha": [0.2829, 0.2790], "total_charge": -1, "energy_ev": -75008.08357, "species": ["Co", "O", "C", "C", "C", "C", "C", "C", "C", "N", "C", "C", "N", "C", "C", "C", "C", "C", "C", "C", "O", "H", "H", "H", "H", "H", "H", "H", "H", "H", "H", "H", "H", "H", "H", "O", "C", "C", "C", "C", "C", "C", "C", "O", "O", "H", "H", "H", "H", "H"], "coordinates": [[-0.1369, 0.1614, -0.0018], [-0.1786, 0.0321, 1.8900], [-1.1989, -0.3471, 2.5746], [-1.2388, -0.0406, 3.9669], [-2.2843, -0.4243, 4.7629], [-3.3787, -1.1494, 4.2510], [-3.3651, -1.4677, 2.9172], [-2.3109, -1.0912, 2.0670], [-2.3889, -1.5307, 0.6911], [-1.5077, -1.2887, -0.1903], [-1.6512, -1.7711, -1.5657], [-0.4767, -1.1872, -2.3513], [-0.3431, 0.1973, -1.9193], [-0.7114, 1.1515, -2.6831], [-0.8885, 2.5276, -2.2925], [-1.1804, 3.4716, -3.2936], [-1.4547, 4.7831, -2.9972], [-1.4692, 5.1637, -1.6389], [-1.2114, 4.2682, -0.6374], [-0.8858, 2.9046, -0.9158], [-0.6280, 2.1004, 0.0407], [-0.4007, 0.5194, 4.3622], [-2.2685, -0.1608, 5.8150], [-4.1991, -1.4485, 4.8898], [-4.1879, -2.0333, 2.4885], [-3.2677, -2.1290, 0.4199], [-2.5966, -1.4252, -1.9937], [-1.6284, -2.8630, -1.6052], [-0.6437, -1.2742, -3.4290], [0.4396, -1.7122, -2.0808], [-0.9474, 0.9084, -3.7242], [-1.1839, 3.1388, -4.3284], [-1.6620, 5.5009, -3.7794], [-1.6956, 6.1927, -1.3791], [-1.2292, 4.5622, 0.4049], [4.5311, -3.5867, 0.0429], [3.2967, -3.7981, 0.5205], [2.9635, -5.0762, 0.9777], [1.7062, -5.3232, 1.4994], [0.7577, -4.3062, 1.5780], [1.0855, -3.0439, 1.1047], [2.3358, -2.7686, 0.5606], [2.6767, -1.3985, 0.0297], [3.8911, -1.1740, -0.2073], [1.7510, -0.5811, -0.1978], [4.5320, -2.5951, -0.1790], [3.7170, -5.8525, 0.9219], [1.4672, -6.3170, 1.8606], [-0.2164, -4.4895, 2.0139], [0.3749, -2.2315, 1.1751]], "nbo_charge": [1.29, -0.72, 0.41, -0.24, -0.19, -0.32, -0.14, -0.27, 0.18, -0.52, -0.24, -0.24, -0.47, 0.18, -0.28, -0.14, -0.32, -0.19, -0.25, 0.42, -0.76, 0.21, 0.20, 0.20, 0.19, 0.15, 0.18, 0.20, 0.18, 0.23, 0.15, 0.19, 0.20, 0.20, 0.21, -0.70, 0.36, -0.30, -0.19, -0.29, -0.16, -0.25, 0.79, -0.73, -0.80, 0.51, 0.21, 0.20, 0.20, 0.24]}


3.
{"formula": "C23H19FN2O4S", "method": "the ωB97M-V functional and the def2-TZVPD basis", "homo_ev": -8.499, "multiplicity": 1, "e_above_lowest_kcal_mol": 72.9, "smiles": "O=C(CSc1ccc(C(=O)Nc2ccc(F)cc2)cn1)c1ccc2c(c1)OCCCO2", "orbital_gap_ha": 0.3125, "energy_ev": -48878.83279, "species": ["O", "C", "C", "S", "C", "C", "C", "C", "C", "O", "N", "C", "C", "C", "C", "F", "C", "C", "C", "N", "C", "C", "C", "C", "C", "C", "O", "C", "C", "C", "O", "H", "H", "H", "H", "H", "H", "H", "H", "H", "H", "H", "H", "H", "H", "H", "H", "H", "H", "H"], "coordinates": [[3.6829, -1.4142, 2.7056], [2.9745, -0.7665, 1.9667], [1.5577, -1.1597, 1.7896], [1.2588, -3.0327, 1.4510], [-0.5260, -3.0262, 1.3814], [-1.1627, -4.3328, 1.4784], [-2.5556, -4.4359, 1.5303], [-3.2456, -3.1776, 1.6423], [-4.6100, -3.0544, 1.7309], [-5.0291, -3.8290, 2.5886], [-5.3725, -2.0102, 1.3341], [-5.3511, -1.2732, 0.1760], [-5.1233, -1.8242, -1.0462], [-5.1995, -1.0679, -2.2310], [-5.3819, 0.3337, -2.1570], [-5.4543, 1.1725, -3.1734], [-5.7899, 0.8685, -0.9400], [-5.6960, 0.0776, 0.2378], [-2.5347, -2.0484, 1.4200], [-1.2259, -1.8592, 1.3430], [3.5762, 0.2767, 1.0993], [4.8689, 0.7785, 1.5127], [5.5764, 1.7369, 0.7730], [4.9133, 2.3075, -0.3520], [3.5626, 1.9840, -0.7010], [2.8929, 0.9759, 0.0311], [2.8234, 2.4860, -1.7920], [3.0823, 3.9410, -1.8576], [4.3078, 4.2840, -2.6815], [5.5865, 3.3507, -2.4347], [5.7467, 3.1424, -1.0212], [1.2294, -0.9310, 2.7589], [0.9880, -0.5919, 1.0864], [-0.4644, -5.2510, 1.5910], [-3.0176, -5.3916, 1.7654], [-6.0626, -1.7177, 2.0029], [-4.9378, -2.8701, -1.1763], [-4.8675, -1.4768, -3.1704], [-6.0036, 1.9212, -0.8383], [-5.9052, 0.4793, 1.1837], [-3.0112, -1.0498, 1.2679], [5.3956, 0.2416, 2.2603], [6.6059, 2.0104, 0.9516], [1.9545, 0.6402, -0.2699], [2.2089, 4.4565, -2.3107], [3.1046, 4.3734, -0.7999], [4.0891, 4.3706, -3.7094], [4.6237, 5.1986, -2.4684], [6.4726, 3.7794, -2.8841], [5.4449, 2.4049, -3.0448]], "nbo_charge": [-0.54, 0.54, -0.56, 0.27, 0.08, -0.28, -0.11, -0.21, 0.63, -0.58, -0.61, 0.13, -0.23, -0.26, 0.38, -0.31, -0.25, -0.22, 0.07, -0.46, -0.17, -0.14, -0.24, 0.26, 0.27, -0.21, -0.52, -0.08, -0.45, -0.06, -0.50, 0.25, 0.24, 0.24, 0.25, 0.42, 0.22, 0.23, 0.23, 0.21, 0.20, 0.23, 0.24, 0.22, 0.20, 0.19, 0.21, 0.21, 0.20, 0.18]}


4.
{"formula": "C23H19N3O3", "method": "the ωB97M-V functional and the def2-TZVPD basis", "homo_ev": -8.535, "multiplicity": 1, "e_above_lowest_kcal_mol": 39.3, "smiles": "CCOc1cccc(C(=O)Nc2cccc(-c3nnc(-c4ccccc4)o3)c2)c1", "orbital_gap_ha": 0.3100, "energy_ev": -34772.40547, "species": ["C", "C", "O", "C", "C", "C", "C", "C", "C", "O", "N", "C", "C", "C", "C", "C", "C", "N", "N", "C", "C", "C", "C", "C", "C", "C", "O", "C", "C", "H", "H", "H", "H", "H", "H", "H", "H", "H", "H", "H", "H", "H", "H", "H", "H", "H", "H", "H"], "coordinates": [[-1.3991, -0.8604, -3.3758], [-1.1634, 0.3710, -2.5160], [0.2149, 0.4149, -2.1956], [0.6446, 1.2697, -1.2345], [-0.1483, 2.2203, -0.5966], [0.3935, 3.0065, 0.4072], [1.7047, 2.8412, 0.8089], [2.4997, 1.8855, 0.1815], [3.8958, 1.7014, 0.6737], [4.6539, 2.6298, 0.8601], [4.3193, 0.4221, 0.9326], [3.6499, -0.7957, 0.8076], [4.3632, -1.9299, 0.4197], [3.7091, -3.1314, 0.2042], [2.3348, -3.2146, 0.3216], [1.6232, -2.0917, 0.7401], [0.1802, -2.1017, 0.7537], [-0.6138, -3.0701, 0.3998], [-1.8647, -2.5960, 0.4420], [-1.7955, -1.3524, 0.8215], [-2.8895, -0.4223, 0.9748], [-4.1842, -0.8249, 0.6471], [-5.2294, 0.0691, 0.7700], [-4.9940, 1.3614, 1.2159], [-3.7082, 1.7613, 1.5439], [-2.6542, 0.8755, 1.4271], [-0.5150, -0.9757, 1.0419], [2.2856, -0.9075, 1.0467], [1.9840, 1.1368, -0.8651], [-1.1439, -1.7577, -2.8179], [-2.4441, -0.9101, -3.6676], [-0.7782, -0.8160, -4.2662], [-1.4504, 1.2822, -3.0597], [-1.7669, 0.3066, -1.5999], [-1.1812, 2.3579, -0.8759], [-0.2263, 3.7497, 0.8868], [2.1226, 3.4351, 1.6066], [5.3127, 0.3654, 1.1281], [5.4310, -1.8603, 0.2702], [4.2774, -3.9992, -0.0937], [1.7989, -4.1211, 0.0940], [-4.3401, -1.8339, 0.3003], [-6.2326, -0.2393, 0.5172], [-5.8143, 2.0575, 1.3090], [-3.5271, 2.7669, 1.8935], [-1.6490, 1.1789, 1.6797], [1.7260, -0.0728, 1.4339], [2.5883, 0.4182, -1.3965]], "nbo_charge": [-0.62, -0.06, -0.50, 0.30, -0.25, -0.21, -0.21, -0.13, 0.67, -0.58, -0.63, 0.23, -0.25, -0.19, -0.18, -0.11, 0.46, -0.28, -0.28, 0.43, -0.06, -0.18, -0.21, -0.20, -0.20, -0.21, -0.41, -0.23, -0.23, 0.22, 0.22, 0.21, 0.17, 0.17, 0.22, 0.22, 0.23, 0.41, 0.21, 0.22, 0.24, 0.24, 0.22, 0.22, 0.22, 0.23, 0.24, 0.23]}